# C45H31BrN6O10STi

A structure of composition C45H31BrN6O10STi (ωB97M-V/def2-TZVPD, the OMol25 dataset).

Geometry as ORCA input:
```
! RIJCOSX wB97M-V def2-TZVPD def2/J DEFGRID3
* xyz -1 2
Ti 2.1685 -0.0082 0.5054
C -10.1892 -0.3603 -0.5227
O -9.9650 1.0287 -0.9135
C -8.6907 1.3842 -0.8391
C -7.7434 0.8768 0.0121
C -6.3753 1.2418 -0.1010
C -5.9520 2.1758 -0.9585
C -6.8648 2.7797 -1.7862
C -8.1790 2.3905 -1.7387
N -4.5620 2.5614 -0.9672
N -3.8997 1.9849 -0.0610
C -2.5426 2.1740 0.0137
C -1.7580 3.1005 -0.6198
C -0.3289 3.0902 -0.5288
C 0.3430 2.0115 0.0764
O 1.6332 1.9763 0.0631
C -0.5102 1.0215 0.6873
N 0.2117 -0.0084 1.2552
C -0.4779 -0.8971 1.9470
C -1.8039 -0.8355 2.1232
C -2.5766 0.1362 1.4636
C -1.8812 1.0811 0.7403
H -11.2589 -0.5418 -0.7807
H -10.2365 -0.4629 0.5724
H -9.4827 -1.0171 -1.0230
H -7.9742 0.0783 0.8147
H -5.7738 0.5422 0.4967
H -6.6101 3.6163 -2.3749
H -8.8551 2.9150 -2.3950
H -2.1883 3.8790 -1.1943
H 0.1919 3.9575 -0.9274
H 0.1601 -1.7222 2.4145
H -2.2284 -1.5891 2.7527
H -3.6144 0.1927 1.6105
O 1.3444 -3.1976 0.9254
S 2.7508 -3.2902 0.6686
O 3.4553 -4.4107 1.2434
N 3.4062 -1.8607 0.8976
C 4.8302 -1.7028 0.8583
C 5.7830 -2.6064 1.3096
C 7.1501 -2.2206 1.3292
C 7.5875 -0.9941 0.9080
C 6.6278 -0.0830 0.4271
C 7.0011 1.2457 -0.0093
C 6.0205 2.0773 -0.5020
C 4.7117 1.6447 -0.5148
N 4.3421 0.4538 -0.0727
C 5.2445 -0.4181 0.3490
C 2.7819 -3.5311 -1.1501
C 1.8669 -4.4139 -1.7373
C 1.6759 -4.5149 -3.1329
C 2.5329 -3.7898 -3.8991
C 3.4613 -2.8897 -3.3742
C 3.6162 -2.7613 -1.9469
H 5.3876 -3.5149 1.7524
H 7.8970 -2.9939 1.6897
H 8.5256 -0.5866 1.0091
H 7.9901 1.5839 0.1756
H 6.2056 3.1465 -0.7879
H 3.8885 2.2625 -0.8528
H 1.1637 -4.9878 -1.1394
H 1.0616 -5.2840 -3.5342
H 2.5352 -3.8593 -4.9851
H 4.0768 -2.2884 -3.9605
H 4.0952 -1.9576 -1.4751
O 1.2159 0.3582 -3.3405
C 0.7170 -0.2532 -2.4208
O 1.4515 -0.4489 -1.3165
C -0.6854 -0.7715 -2.2885
C -1.6648 0.0559 -2.8843
C -3.0499 -0.1922 -2.7300
C -3.3283 -1.3223 -1.9642
O -4.6027 -1.8619 -1.6375
C -4.3968 -2.7376 -0.5814
O -2.9860 -3.0799 -0.5629
C -2.4247 -2.0811 -1.2982
C -1.0927 -1.8227 -1.4986
H -1.3066 0.9784 -3.3540
H -3.8851 0.5033 -2.9000
H -4.9226 -3.7162 -0.7615
H -4.7289 -2.3777 0.4173
H -0.3380 -2.4628 -1.1447
Br 5.9928 4.8912 2.4207
C 4.5352 4.0881 3.3704
C 4.2061 4.5009 4.6694
N 3.1936 4.0418 5.4375
C 2.5742 2.9134 4.9735
C 2.9383 2.3926 3.7312
C 3.9011 2.9575 2.9298
C 2.4029 1.0085 3.4020
O 1.6631 0.4736 4.2054
O 2.7902 0.5694 2.2456
H 4.7222 5.4171 5.0184
H 1.7463 2.5107 5.6006
H 4.1598 2.4574 1.9760
*
```

The value obtained for the total energy is -180580.813 eV. The calculation puts the frontier orbital gap (alpha / beta) at 6.69 / 6.78 eV. As for the expectation value of S²: 0.75. Its LUMO energy (alpha / beta) is 1.627 / 1.625 eV. Its energy above the lowest of the compared OMol25 structures with the same formula, charge and spin is 0.0 kcal/mol. Its HOMO energy (alpha / beta) is -5.0674 / -5.1514 eV.

***

# C45H31N7O6P2ReSe2

A structure of composition C45H31N7O6P2ReSe2 (ωB97M-V/def2-TZVPD, the OMol25 dataset).

Geometry as ORCA input:
```
! RIJCOSX wB97M-V def2-TZVPD def2/J DEFGRID3
* xyz 2 4
Re -1.8166 0.0189 -0.1735
C -3.2070 3.5921 -2.2335
C -2.3862 2.5934 -1.7042
N -2.9019 1.5342 -1.0846
C -4.2578 1.4450 -0.9179
C -5.1310 2.4146 -1.3978
C -4.5666 3.5092 -2.0851
C -6.5377 2.2635 -1.1495
C -7.0114 1.2138 -0.4410
C -6.1208 0.2113 0.0725
C -6.5320 -0.8897 0.8477
C -5.5993 -1.7896 1.2999
C -4.2532 -1.6023 0.9815
N -3.8380 -0.5693 0.2575
C -4.7561 0.3293 -0.1877
H -2.7440 4.4296 -2.7334
H -1.3064 2.6530 -1.7434
H -5.2125 4.2836 -2.4784
H -7.2121 3.0160 -1.5348
H -8.0705 1.1125 -0.2478
H -7.5788 -1.0149 1.0909
H -5.8842 -2.6339 1.9093
H -3.4948 -2.2952 1.3217
Se 4.3731 1.2654 1.4008
P 4.1198 0.6227 -0.5694
C 4.7366 -1.0383 -0.9322
C 5.5246 -1.6800 0.0206
C 6.1137 -2.9012 -0.2767
C 5.9105 -3.4893 -1.5170
C 5.1336 -2.8480 -2.4756
C 4.5640 -1.6187 -2.1894
C 4.7892 1.6914 -1.8653
C 4.4195 3.0403 -1.8766
C 4.9922 3.9059 -2.7909
C 5.9525 3.4470 -3.6829
C 6.3497 2.1203 -3.6507
C 5.7751 1.2431 -2.7429
C 2.2871 0.6084 -0.8422
C 1.2243 -0.2665 -0.7867
N 0.0879 0.5151 -0.7005
N 0.4705 1.7997 -0.7547
N 1.7412 1.8689 -0.8352
P 0.9481 -2.0225 -0.6899
Se -1.2744 -2.2304 -0.9572
C 1.4303 -2.6685 0.8950
C 2.7034 -3.2272 1.0065
C 3.1636 -3.6218 2.2519
C 2.3650 -3.4611 3.3739
C 1.0943 -2.9099 3.2602
C 0.6233 -2.5155 2.0216
C 1.6270 -2.9338 -2.0499
C 1.6691 -2.3189 -3.3036
C 2.0569 -3.0556 -4.4074
C 2.3882 -4.3984 -4.2615
C 2.3283 -5.0110 -3.0178
C 1.9400 -4.2846 -1.9034
H 5.6809 -1.2024 0.9798
H 6.7427 -3.3869 0.4571
H 6.3781 -4.4368 -1.7487
H 5.0008 -3.2910 -3.4539
H 4.0032 -1.0977 -2.9557
H 3.7051 3.4103 -1.1570
H 4.7037 4.9480 -2.7946
H 6.4065 4.1301 -4.3875
H 7.1186 1.7662 -4.3231
H 6.1198 0.2192 -2.7148
H 3.3327 -3.3543 0.1364
H 4.1503 -4.0534 2.3416
H 2.7305 -3.7721 4.3427
H 0.4729 -2.7926 4.1365
H -0.3737 -2.0978 1.9414
H 1.4130 -1.2715 -3.4123
H 2.1030 -2.5870 -5.3806
H 2.6904 -4.9721 -5.1271
H 2.5819 -6.0566 -2.9142
H 1.8897 -4.7657 -0.9356
O -1.8157 3.1504 1.0745
C -2.1477 2.2595 1.7999
O -1.9328 0.9454 1.5164
C -2.9362 2.4340 3.0523
C -3.8248 1.4418 3.4399
C -4.6432 1.6675 4.5265
C -4.5886 2.8277 5.2735
C -3.6788 3.7852 4.8617
C -2.8620 3.6293 3.7596
N -3.5956 5.0520 5.6309
O -4.3580 5.1753 6.5590
O -2.7650 5.8523 5.2692
N -5.6255 0.6228 4.8808
O -6.2315 0.7499 5.9118
O -5.7438 -0.3020 4.0936
H -3.8961 0.5080 2.9044
H -5.2254 2.9904 6.1310
H -2.1885 4.4218 3.4650
*
```

The value obtained for the total energy is -221266.812 eV. The calculation puts the frontier orbital gap (alpha / beta) at 5.03 / 4.30 eV. As for the expectation value of S²: 3.77. Its LUMO energy (alpha / beta) is -6.986 / -7.713 eV. Its energy above the lowest of the compared OMol25 structures with the same formula, charge and spin is 3.6 kcal/mol. Its HOMO energy (alpha / beta) is -12.0207 / -12.0110 eV.

***

# C45H32N9P2PdSSe2

A structure of composition C45H32N9P2PdSSe2 (ωB97M-V/def2-TZVPD, the OMol25 dataset).

Geometry as ORCA input:
```
! RIJCOSX wB97M-V def2-TZVPD def2/J DEFGRID3
* xyz 2 6
Pd 0.1853 3.3627 0.8229
C 0.5043 5.7233 -2.8067
C -0.0500 4.9889 -1.7598
N 0.7252 4.4965 -0.8053
C 2.0611 4.7229 -0.8723
C 2.5762 5.4397 -1.9362
N 1.8042 5.9400 -2.8975
C 2.8699 4.1603 0.2372
C 4.2315 4.2849 0.4352
C 4.8230 3.6794 1.5483
C 4.0072 2.9613 2.4289
C 2.6515 2.8747 2.1804
N 2.1348 3.4761 1.1112
C 1.6283 2.1684 2.9901
C 1.9157 1.3287 4.0528
N 0.9670 0.6926 4.7311
C -0.2851 0.8933 4.3549
C -0.6093 1.7132 3.2793
N 0.3430 2.3407 2.6037
C 6.2838 3.7995 1.7928
C 7.0245 4.8378 1.2391
C 8.3856 4.9063 1.4960
N 9.0316 4.0188 2.2447
C 8.3266 3.0225 2.7694
C 6.9607 2.8743 2.5795
H -0.1294 6.1364 -3.5812
H -1.1109 4.7957 -1.6849
H 3.6410 5.6142 -2.0247
H 4.8385 4.8145 -0.2834
H 4.4253 2.5120 3.3170
H 2.9389 1.1544 4.3603
H -1.0638 0.3889 4.9135
H -1.6319 1.8788 2.9674
H 6.5651 5.6192 0.6492
H 8.9806 5.7131 1.0853
H 8.8774 2.3062 3.3671
H 6.4630 2.0187 3.0150
Se -5.9192 0.4739 0.5588
P -4.0340 -1.3555 -0.4393
C -4.1973 -1.5944 -2.2038
C -5.1978 -2.4527 -2.6711
C -5.3880 -2.6115 -4.0327
C -4.5934 -1.9120 -4.9337
C -3.6080 -1.0504 -4.4720
C -3.4083 -0.8857 -3.1112
C -4.2133 -2.9183 0.4287
C -3.2187 -3.8910 0.5361
C -3.5212 -5.1305 1.0733
C -4.8110 -5.4133 1.5054
C -5.8027 -4.4496 1.4133
C -5.5050 -3.2058 0.8772
C -2.6103 -0.3013 -0.1400
C -1.1948 -0.2536 -0.2144
N -0.8413 1.0162 -0.0654
N -1.9600 1.7037 0.1433
N -3.0595 0.9611 0.1019
P 0.2690 -1.3521 -0.4196
Se 2.0396 -0.2991 -0.0026
C 0.1562 -2.0439 -2.0817
C 1.1423 -1.7480 -3.0168
C 1.0580 -2.2765 -4.2974
C -0.0025 -3.1011 -4.6433
C -0.9882 -3.4004 -3.7106
C -0.9101 -2.8712 -2.4343
C 0.0066 -2.6946 0.7501
C 0.3705 -3.9980 0.4241
C 0.2842 -4.9966 1.3847
C -0.1670 -4.6970 2.6623
C -0.5254 -3.3947 2.9901
C -0.4321 -2.3942 2.0382
H -5.8191 -3.0041 -1.9753
H -6.1584 -3.2799 -4.3925
H -4.7463 -2.0379 -5.9971
H -2.9869 -0.5097 -5.1736
H -2.6362 -0.2121 -2.7609
H -2.2085 -3.6892 0.2168
H -2.7444 -5.8790 1.1519
H -5.0421 -6.3869 1.9167
H -6.8062 -4.6626 1.7556
H -6.2895 -2.4603 0.8162
H 1.9742 -1.1169 -2.7312
H 1.8292 -2.0518 -5.0218
H -0.0589 -3.5190 -5.6398
H -1.8153 -4.0458 -3.9766
H -1.6825 -3.1180 -1.7159
H 0.7335 -4.2323 -0.5687
H 0.5793 -6.0075 1.1360
H -0.2332 -5.4781 3.4083
H -0.8656 -3.1630 3.9910
H -0.6864 -1.3721 2.2980
S -3.0231 4.0774 0.8809
C -1.8213 3.0279 0.4634
*
```

The value obtained for the total energy is -224162.686 eV. The calculation puts the frontier orbital gap (alpha / beta) at 5.28 / 4.86 eV. As for the expectation value of S²: 8.79. Its LUMO energy (alpha / beta) is -6.144 / -7.597 eV. Its HOMO energy (alpha / beta) is -11.4199 / -12.4581 eV.

***

# C45H34ClN5O8PReS2

A structure of composition C45H34ClN5O8PReS2 (ωB97M-V/def2-TZVPD, the OMol25 dataset).

Geometry as ORCA input:
```
! RIJCOSX wB97M-V def2-TZVPD def2/J DEFGRID3
* xyz 0 1
Re 0.3912 0.3910 0.3530
O 2.2337 2.1235 5.6806
C 3.1122 1.2619 5.1911
O 4.0946 0.9302 5.8032
C 2.8234 0.6974 3.8403
C 3.5570 -0.2949 3.2152
Cl 4.9051 -1.1712 3.7420
N 2.9983 -0.5635 2.0167
N 1.9342 0.2384 1.8233
C 1.8019 0.9776 2.9125
C 0.5898 1.8367 2.9523
O 0.3171 2.5142 3.9435
O -0.1269 1.7657 1.8934
C 3.3356 -1.6488 1.1354
C 2.5186 -2.7649 1.1396
C 2.8189 -3.8282 0.3008
C 3.9476 -3.7720 -0.5031
C 4.7831 -2.6622 -0.4624
C 4.4796 -1.5881 0.3578
H 1.4721 2.2992 5.0590
H 1.6633 -2.7932 1.7985
H 2.1718 -4.6951 0.2813
H 4.1884 -4.6039 -1.1534
H 5.6711 -2.6284 -1.0798
H 5.0949 -0.7021 0.3825
O 3.3291 0.8488 -0.2314
C 2.2005 1.0557 -0.6580
C 2.2024 1.8786 -1.9456
C 3.3621 2.0689 -2.6915
C 3.2975 2.7922 -3.8686
C 2.0906 3.3512 -4.2949
C 0.9468 3.1975 -3.5314
C 1.0203 2.4467 -2.3628
P -0.2544 2.1805 -1.1297
C -0.4567 3.8781 -0.4895
C 0.4277 4.3068 0.4977
C 0.4252 5.6265 0.9201
C -0.4585 6.5347 0.3548
C -1.3264 6.1228 -0.6460
C -1.3215 4.8027 -1.0724
C -1.7647 1.8318 -2.0843
C -1.6502 1.0644 -3.2375
C -2.7860 0.6461 -3.9188
C -4.0436 0.9935 -3.4512
C -4.1645 1.7595 -2.2971
C -3.0320 2.1732 -1.6159
H 4.2881 1.6341 -2.3390
H 4.1902 2.9333 -4.4654
H 2.0549 3.9198 -5.2154
H 0.0119 3.6511 -3.8392
H 1.1298 3.6046 0.9250
H 1.1137 5.9428 1.6926
H -0.4656 7.5644 0.6885
H -2.0070 6.8307 -1.1014
H -1.9916 4.5002 -1.8665
H -0.6672 0.7775 -3.5939
H -2.6867 0.0463 -4.8147
H -4.9295 0.6709 -3.9833
H -5.1445 2.0311 -1.9252
H -3.1347 2.7458 -0.7017
O -2.0522 -4.5093 0.0329
C -2.1415 -4.2008 1.3383
C -2.9627 -4.9972 2.1362
C -3.1156 -4.7174 3.4804
C -2.4551 -3.6375 4.0610
C -1.6453 -2.8432 3.2735
C -1.4747 -3.1048 1.9124
C -0.6493 -2.1718 1.1146
O -0.1811 -1.1258 1.7098
N -0.4431 -2.4396 -0.1420
N 0.3241 -1.4547 -0.8002
C 0.7138 -1.8884 -1.9449
S 1.7045 -0.9552 -3.0284
C 1.4196 -2.0362 -4.4524
C 1.3698 -3.4628 -3.9481
S 0.2901 -3.5055 -2.4962
H -1.4397 -3.8564 -0.3828
H -3.4666 -5.8347 1.6720
H -3.7522 -5.3511 4.0854
H -2.5700 -3.4246 5.1152
H -1.1235 -1.9933 3.6935
H 2.2461 -1.8768 -5.1443
H 0.4856 -1.7577 -4.9409
H 2.3630 -3.8140 -3.6686
H 0.9457 -4.1371 -4.6917
O -1.7880 0.1204 -0.0996
N -2.6623 -0.2795 0.8109
C -2.7460 0.2702 2.0380
C -3.6965 -0.1859 2.9262
C -4.5680 -1.1974 2.5556
C -4.4733 -1.7240 1.2790
C -3.5075 -1.2506 0.4202
H -2.0257 1.0498 2.2377
H -3.7367 0.2618 3.9087
H -5.3082 -1.5696 3.2498
H -5.1230 -2.5185 0.9421
H -3.3364 -1.6126 -0.5826
*
```

The value obtained for the total energy is -116660.785 eV. The calculation puts the frontier orbital gap at 6.96 eV. Its LUMO energy is -0.208 eV. Its energy above the lowest of the compared OMol25 structures with the same formula, charge and spin is 7.4 kcal/mol. Its HOMO energy is -7.1659 eV.

***

# C45H35IIrN3O9P

A structure of composition C45H35IIrN3O9P (ωB97M-V/def2-TZVPD, the OMol25 dataset).

Geometry as ORCA input:
```
! RIJCOSX wB97M-V def2-TZVPD def2/J DEFGRID3
* xyz 0 6
Ir 0.6942 0.3887 -0.1797
O 2.0382 -1.0771 -3.9360
C 2.1975 -0.8898 -2.7407
O 1.8338 0.1353 -2.0693
C 2.9313 -2.0067 -1.9387
C 3.6331 -1.4292 -0.6988
C 4.5585 -2.4802 -0.0734
C 3.5309 -3.4317 0.5899
C 2.1987 -2.7559 0.2087
O 2.5537 -1.3657 0.2491
C 2.0038 -3.0165 -1.2767
C 0.2845 -2.7000 -1.6945
O -0.0201 -3.6171 -2.4149
O -0.1567 -1.6937 -1.1880
H 3.6026 -2.5045 -2.6347
H 4.0440 -0.4363 -0.8494
H 5.1789 -2.9701 -0.8228
H 5.2121 -2.0231 0.6680
H 3.5931 -4.4620 0.2416
H 3.6300 -3.4342 1.6746
H 1.3441 -2.9677 0.8438
H 2.1164 -4.0459 -1.5878
I -0.0819 2.9546 1.2077
C -0.9102 4.4970 0.0262
C -0.8394 5.7026 0.6713
C -1.4749 6.8495 0.1726
C -2.2118 6.7478 -0.9661
C -2.2874 5.5250 -1.6738
C -3.0564 5.4921 -2.8571
C -3.1277 4.3580 -3.6034
C -2.3922 3.2343 -3.2046
C -1.6314 3.1951 -2.0549
P -0.5187 1.6886 -2.0369
C 0.5996 2.2844 -3.3497
C 0.4215 2.0639 -4.7081
C 1.2982 2.6311 -5.6224
C 2.3459 3.4281 -5.1892
C 2.5203 3.6590 -3.8306
C 1.6540 3.0856 -2.9159
C -1.6243 0.4149 -2.7162
C -2.9066 0.2833 -2.1826
C -3.7116 -0.7801 -2.5555
C -3.2458 -1.7221 -3.4639
C -1.9671 -1.6031 -3.9863
C -1.1511 -0.5461 -3.6060
C -1.5949 4.3562 -1.2163
H -0.3020 5.7680 1.6097
H -1.3965 7.7846 0.7109
H -2.7464 7.6018 -1.3637
H -3.5764 6.3939 -3.1573
H -3.7108 4.3215 -4.5143
H -2.4111 2.3710 -3.8542
H -0.3931 1.4488 -5.0665
H 1.1606 2.4416 -6.6794
H 3.0280 3.8658 -5.9069
H 3.3382 4.2776 -3.4829
H 1.8082 3.2459 -1.8528
H -3.2775 1.0123 -1.4720
H -4.7028 -0.8758 -2.1312
H -3.8750 -2.5543 -3.7532
H -1.5863 -2.3449 -4.6767
H -0.1339 -0.4963 -3.9800
O 1.3304 1.2444 2.8930
C 0.6100 0.2498 2.8879
N 0.1162 -0.3603 3.9979
C -0.5050 -1.6291 3.6783
C -0.3893 -1.5944 2.1192
O -0.7583 -2.5073 1.4171
N 0.2030 -0.4230 1.7515
C -1.9811 -1.6956 4.0327
C -2.6392 -0.6082 4.5904
C -3.9989 -0.6767 4.8693
C -4.7119 -1.8288 4.5829
C -4.0608 -2.9148 4.0110
C -2.7049 -2.8504 3.7364
C 0.3406 -2.7681 4.2433
C 1.6199 -2.9662 3.7260
C 2.4563 -3.9322 4.2596
C 2.0280 -4.7119 5.3265
C 0.7651 -4.5077 5.8579
C -0.0746 -3.5389 5.3209
H 0.4442 -0.0992 4.9116
H -2.0924 0.3016 4.8006
H -4.4988 0.1781 5.3070
H -5.7717 -1.8818 4.7983
H -4.6128 -3.8150 3.7726
H -2.2027 -3.6898 3.2745
H 1.9739 -2.3391 2.9124
H 3.4488 -4.0747 3.8498
H 2.6801 -5.4684 5.7441
H 0.4261 -5.1020 6.6971
H -1.0590 -3.3903 5.7452
O 4.0473 0.6675 2.0427
N 3.9893 1.5825 1.2969
O 3.2506 1.8724 0.4075
*
```

The value obtained for the total energy is -90354.255 eV. The calculation puts the frontier orbital gap (alpha / beta) at 7.42 / 5.73 eV. As for the expectation value of S²: 8.77. Its LUMO energy (alpha / beta) is -0.007 / -2.571 eV. Its HOMO energy (alpha / beta) is -7.4281 / -8.3041 eV.